Computed, not measured: a 2-piece molecular cluster, C5H6Cl2NO2 overall, with ωB97M-V with the def2-TZVPD basis set.

## Properties
- ΔE to the lowest compared entry with this formula, charge and spin: 94.89 kcal per mole
- HOMO: -3.94 eV
- Charge: -1
- 2S+1: 1
- E: -35910.542 eV

Each line ends with the Mulliken charge.
Positions of all 16 atoms, in Å:
1 C -0.544 -0.276 0.683  0.469
2 C -1.123 0.372 -0.365  0.532
3 C 0.741 -0.713 0.144  0.151
4 C -2.216 1.343 -0.590  -1.101
5 C 1.896 -1.339 0.817  -1.587
6 N 0.700 -0.591 -1.145  0.888
7 O 1.511 -0.987 -1.970  -0.849
8 O -0.383 0.211 -1.529  -0.374
9 Cl -0.789 -0.543 2.322  -0.234
10 Cl 1.126 2.238 0.862  -0.836
11 H -1.876 1.844 -1.474  0.315
12 H -2.272 2.016 0.249  0.296
13 H -3.280 0.799 -0.723  0.214
14 H 1.563 -2.278 0.968  0.434
15 H 2.270 -0.725 1.656  0.276
16 H 2.676 -1.370 0.094  0.406


Computed, not measured: a 2-piece molecular cluster, C5H6ClFN2OS overall, with ωB97M-V with the def2-TZVPD basis set.

## Properties
- HOMO (alpha / beta): -6.65 / -10.17 eV
- Charge: 0
- 2S+1: 3
- E: -36379.502 eV

Each line ends with the Mulliken charge.
Positions of all 17 atoms, in Å:
1 C 1.530 -0.909 -0.973  -0.838
2 C 0.320 -1.386 -1.357  -0.150
3 C 0.301 0.148 0.792  -0.542
4 C 1.620 -0.375 0.415  0.345
5 C -0.747 -1.399 -0.425  0.357
6 N -0.822 -0.694 0.619  -0.469
7 N -2.571 2.202 1.237  -0.403
8 O -0.715 2.713 -0.422  -0.500
9 F 2.085 -1.442 1.294  -0.338
10 S -1.659 3.217 0.575  0.550
11 Cl -1.970 -2.500 -0.845  -0.194
12 H 2.408 -0.938 -1.601  0.455
13 H 0.206 -1.902 -2.336  0.356
14 H 0.064 0.988 0.189  0.191
15 H 2.350 0.411 0.378  0.330
16 H 0.330 0.501 1.758  0.535
17 H -2.731 1.364 0.701  0.313


Computed, not measured: one molecule with the formula C5H6ClFO, with ωB97M-V with the def2-TZVPD basis set.

## Properties
- ΔE to the lowest compared entry with this formula, charge and spin: 57.43 kcal per mole
- HOMO: -9.43 eV
- Charge: 0
- 2S+1: 1
- E: -22566.419 eV
- SMILES: FCC1=C[C@@H](Cl)CO1

Each line ends with the Mulliken charge.
Positions of all 14 atoms, in Å:
1 F -3.269 0.411 -0.129  -0.348
2 C -2.309 -0.864 -0.216  -0.295
3 C -0.878 -0.393 0.012  0.436
4 C 0.126 -0.904 0.796  -0.430
5 C 1.220 0.228 0.776  -0.178
6 Cl 2.579 -0.331 -0.465  -0.254
7 C 0.419 1.403 0.355  -0.370
8 O -0.451 0.726 -0.630  -0.346
9 H -2.447 -1.335 -1.205  0.224
10 H -2.640 -1.700 0.517  0.256
11 H 0.052 -1.875 1.463  0.254
12 H 1.681 0.373 1.675  0.484
13 H 1.121 2.194 -0.177  0.307
14 H -0.042 1.648 1.495  0.259


Computed, not measured: C5H6ClI2O3P as an isolated structure, with ωB97M-V with the def2-TZVPD basis set.

## Properties
- HOMO: -8.90 eV
- Charge: 0
- 2S+1: 1
- E: -49434.702 eV

Each line ends with the Mulliken charge.
Positions of all 18 atoms, in Å:
1 C 1.684 -1.735 0.639  -0.890
2 C 1.861 -0.516 -0.417  0.201
3 I 3.797 -0.326 -1.408  0.039
4 C 0.800 0.415 -0.689  -0.478
5 I 1.240 2.033 -2.119  0.112
6 C -0.617 0.287 0.036  -0.006
7 O -1.759 0.498 -0.868  -0.282
8 C -2.309 -0.824 -1.078  0.199
9 O -3.147 -1.331 -0.289  -0.450
10 P -0.654 1.496 1.549  0.311
11 O -1.997 2.551 1.419  -0.445
12 Cl 1.132 2.687 1.509  -0.210
13 H 2.656 -2.287 0.850  0.355
14 H 1.224 -1.251 1.583  0.238
15 H 0.855 -2.397 0.201  0.236
16 H -0.790 -0.755 0.508  0.380
17 H -1.976 -1.503 -1.946  0.351
18 H -2.000 2.957 0.521  0.337


Computed, not measured: C5H6ClN as an isolated structure, with ωB97M-V with the def2-TZVPD basis set.

## Properties
- ΔE to the lowest compared entry with this formula, charge and spin: 66.46 kcal per mole
- HOMO: -10.12 eV
- Charge: 0
- 2S+1: 1
- E: -19291.737 eV

Each line ends with the Mulliken charge.
Positions of all 13 atoms, in Å:
1 C -2.123 -0.193 0.427  0.234
2 C -0.678 -2.149 0.662  -0.638
3 C -0.952 -0.917 0.501  0.333
4 C 0.445 1.412 1.202  -0.869
5 C 0.628 0.334 0.129  -0.217
6 N -3.111 0.378 0.228  -0.459
7 Cl 2.120 -0.653 0.352  -0.190
8 H 0.470 -2.491 0.592  0.131
9 H -1.407 -2.945 0.666  0.342
10 H 0.745 0.949 2.196  0.274
11 H 1.096 2.241 0.892  0.310
12 H -0.622 1.586 1.024  0.313
13 H 0.538 0.587 -0.897  0.436


Computed, not measured: one molecule with the formula C5H6ClN, with ωB97M-V with the def2-TZVPD basis set.

## Properties
- ΔE to the lowest compared entry with this formula, charge and spin: 35.39 kcal per mole
- HOMO: -10.43 eV
- Charge: 0
- 2S+1: 1
- E: -19293.084 eV
- SMILES: C/C=C/[C@H](Cl)C#N

Each line ends with the Mulliken charge.
Positions of all 13 atoms, in Å:
1 C -2.306 -0.271 0.210  -1.218
2 C -0.835 -0.105 -0.252  -0.128
3 C 0.274 0.009 0.493  -0.193
4 C 1.525 0.038 -0.308  0.185
5 Cl 2.601 -1.456 0.086  -0.213
6 C 2.489 1.063 -0.022  0.083
7 N 3.223 1.969 -0.038  -0.372
8 H -2.292 -1.138 0.834  0.332
9 H -2.824 -0.508 -0.638  0.354
10 H -2.717 0.530 0.726  0.343
11 H -0.735 -0.326 -1.324  0.171
12 H 0.358 0.289 1.545  0.340
13 H 1.237 -0.095 -1.313  0.315


Computed, not measured: a 2-piece molecular cluster, C5H6ClNO3 overall, with ωB97M-V with the def2-TZVPD basis set.

## Properties
- ΔE to the lowest compared entry with this formula, charge and spin: 102.56 kcal per mole
- HOMO (alpha / beta): -7.71 / -7.93 eV
- Charge: 0
- 2S+1: 1
- E: -25431.374 eV

Each line ends with the Mulliken charge.
Positions of all 16 atoms, in Å:
1 C -0.587 1.804 -0.509  -0.004
2 C -1.903 1.597 -0.209  0.576
3 C -0.404 -0.541 0.001  -0.302
4 C -0.292 -0.637 1.300  0.771
5 C 1.423 -1.600 -1.024  -0.806
6 N -0.055 1.981 -1.678  -0.741
7 O -0.772 0.280 2.174  -0.477
8 O -2.980 1.465 0.176  -0.288
9 O 0.083 -1.123 -1.062  -0.324
10 Cl 0.448 -2.065 2.133  -0.256
11 H -0.075 1.981 0.453  0.326
12 H 2.096 -0.854 -0.596  0.339
13 H 1.701 -1.810 -2.056  0.255
14 H 1.482 -2.515 -0.429  0.335
15 H 0.937 2.197 -1.641  0.262
16 H -1.101 -0.160 2.968  0.333


Computed, not measured: C5H6CrO3 as an isolated structure, with ωB97M-V with the def2-TZVPD basis set.

## Properties
- ΔE to the lowest compared entry with this formula, charge and spin: 22.27 kcal per mole
- HOMO (alpha / beta): -17.61 / -18.65 eV
- Charge: +2
- 2S+1: 5
- E: -39823.521 eV

Each line ends with the Mulliken charge.
Positions of all 15 atoms, in Å:
1 O 3.846 -1.080 -1.889  -0.145
2 C 3.682 -0.651 -0.834  0.773
3 O 3.618 -0.517 0.341  -0.592
4 O 1.152 1.063 0.650  -0.821
5 C -0.038 0.942 -0.051  -0.415
6 C -0.984 -0.140 0.474  -0.338
7 C -2.168 -0.339 -0.447  -0.173
8 C -3.431 -0.228 -0.095  0.009
9 Cr 2.376 0.289 1.639  1.593
10 H 0.213 0.707 -1.104  0.369
11 H -0.575 1.909 -0.041  0.321
12 H -1.331 0.129 1.483  0.369
13 H -0.428 -1.091 0.540  0.316
14 H -1.924 -0.614 -1.483  0.365
15 H -4.009 -0.378 0.818  0.369


Computed, not measured: C5H6CuO5 as an isolated structure, with ωB97M-V with the def2-TZVPD basis set.

## Properties
- ΔE to the lowest compared entry with this formula, charge and spin: 4.72 kcal per mole
- HOMO: -4.24 eV
- Charge: -1
- 2S+1: 1
- E: -60159.058 eV

Each line ends with the Mulliken charge.
Positions of all 17 atoms, in Å:
1 H -0.266 0.775 -3.893  0.262
2 O 0.719 2.051 -1.260  -0.442
3 C -0.104 0.383 -2.890  -0.947
4 C 0.226 1.204 -1.918  0.907
5 H -0.265 -0.665 -2.643  0.269
6 H -2.749 -0.770 0.897  0.310
7 C -1.943 -0.044 1.170  -0.407
8 C -2.493 1.337 0.789  -0.419
9 O -1.492 2.330 0.937  -0.373
10 C -1.191 3.051 2.200  0.775
11 O -2.125 3.267 2.968  -0.664
12 O 0.023 3.314 2.262  -0.732
13 Cu 0.535 1.378 0.957  0.455
14 O -0.746 -0.297 0.543  -0.819
15 H -1.910 -0.088 2.287  0.241
16 H -3.405 1.581 1.359  0.318
17 H -2.712 1.343 -0.292  0.266


Computed, not measured: a 2-piece molecular cluster, C5H6F2N2 overall, with ωB97M-V with the def2-TZVPD basis set.

## Properties
- ΔE to the lowest compared entry with this formula, charge and spin: 107.08 kcal per mole
- HOMO (alpha / beta): -7.38 / -7.38 eV
- Charge: 0
- 2S+1: 1
- E: -13692.714 eV

Each line ends with the Mulliken charge.
Positions of all 15 atoms, in Å:
1 C 0.492 0.880 3.016  0.294
2 C 0.993 -2.142 -1.932  -0.395
3 C -0.633 1.716 2.610  -0.238
4 C -0.781 2.021 1.326  -0.014
5 C -0.662 -1.676 -0.162  -0.336
6 N 1.472 0.380 3.392  -0.432
7 N 0.529 -1.750 -0.770  -0.042
8 F -1.810 2.805 0.926  -0.247
9 F -0.546 -0.924 1.068  -0.254
10 H 0.385 -2.426 -2.786  0.266
11 H 2.147 -2.341 -1.936  0.168
12 H -1.311 1.887 3.422  0.316
13 H -0.155 1.811 0.433  0.324
14 H -1.588 -1.495 -0.509  0.364
15 H 1.244 -1.611 -0.099  0.226